Run P
DFT (ωB97M-V with the def2-TZVPD basis set) results for a 2-piece molecular cluster, C4H12NOS overall.

Structure (XYZ):
```
19
Properties=species:S:1:pos:R:3:mulliken_charge:R:1
C 2.24446 -2.45432 0.45170 -0.8985
N 0.90420 -1.92914 0.60558 -0.3472
C 0.66684 -0.46895 0.81043 0.6377
C -0.36104 0.05752 -0.21011 -1.1240
S -1.37698 1.41662 0.42231 -0.6511
C 1.94712 0.34472 0.73405 -1.5131
H 2.73029 -2.23427 -0.51890 0.2533
H 2.91308 -2.02192 1.19727 0.2888
H 2.25030 -3.52491 0.63761 0.3349
H 0.31263 -2.20967 -0.16232 0.2185
H 0.23915 -0.33890 1.81205 0.1389
H 0.20014 0.36946 -1.10646 0.3627
H -0.98468 -0.77674 -0.54643 0.3602
H 2.67648 0.01715 1.46710 0.4240
H 1.74473 1.40010 0.93910 0.3429
H 2.34808 0.26240 -0.27822 0.3055
H -2.69595 2.41520 -2.52104 0.2830
H -1.94818 1.35775 -1.79457 0.2491
O -2.38032 1.52016 -2.66546 -0.6657
```

Values from the calculation:
Kohn-Sham gap   0.2355 Ha
Total charge   -1
Multiplicity   1
E_HOMO   -2.78 eV

Run Q
DFT (ωB97M-V with the def2-TZVPD basis set) results for a 2-piece molecular cluster, C4H12NOS overall.

Structure (XYZ):
```
19
Properties=species:S:1:pos:R:3:mulliken_charge:R:1
C -1.59485 1.39118 0.44369 -0.1284
N -0.91878 0.10776 0.37524 -0.5084
C 0.47086 0.20459 -0.16374 -0.3720
C 1.35454 -0.93826 0.29860 -0.7961
S 3.12789 -0.63984 -0.04114 -0.6526
C -2.66370 1.47619 1.55285 -1.3259
H -2.09192 1.60714 -0.49968 0.2542
H -0.91297 2.23820 0.64398 0.2832
H -0.73257 -0.19565 1.33272 0.2440
H 0.53514 0.08903 -1.25609 0.1836
H 0.86420 1.20124 0.03281 0.3556
H 1.20828 -1.12243 1.38629 0.1999
H 0.94983 -1.86471 -0.12183 0.2546
H -2.10571 1.60818 2.47560 0.3186
H -3.14063 0.50723 1.72753 0.3447
H -3.30482 2.32126 1.32606 0.3737
H -2.77468 -1.56481 -2.01338 0.2669
H -1.70254 -0.69323 -1.42997 0.3972
O -2.10668 -0.93902 -2.26789 -0.6929
```

Values from the calculation:
Kohn-Sham gap   0.2093 Ha
Total charge   -1
Multiplicity   1
E_HOMO   -2.40 eV

Run R
DFT (ωB97M-V with the def2-TZVPD basis set) results for a 2-piece molecular cluster, C4H12NOS overall.

Structure (XYZ):
```
19
Properties=species:S:1:pos:R:3:mulliken_charge:R:1
C -2.49047 1.85082 -0.89778 -0.8643
N -1.37827 1.66147 0.02214 -0.3855
C -0.63196 0.38635 0.02628 -0.0014
C 0.40212 0.36837 1.20250 -0.7415
S 1.50979 -1.05304 1.11962 -0.6513
C -1.55421 -0.86156 0.16561 -1.2337
H -3.45746 1.49208 -0.48856 0.2475
H -2.27412 1.35222 -1.83949 0.3140
H -2.68420 2.91183 -1.07401 0.2926
H -1.75264 1.83894 0.95118 0.2732
H -0.20366 0.37512 -0.97262 0.3156
H -0.28881 0.29479 2.05730 0.2244
H 0.93849 1.31561 1.18865 0.3139
H -0.88799 -1.70943 0.27270 0.4662
H -2.28866 -0.67514 0.95637 0.2643
H -2.17167 -0.94697 -0.74540 0.2848
H 2.46196 -1.20243 -1.23063 0.2364
H 2.31619 -1.68241 -2.61050 0.2962
O 2.73959 -0.92671 -2.12867 -0.6515
```

Values from the calculation:
Kohn-Sham gap   0.2347 Ha
Total charge   -1
Multiplicity   1
E_HOMO   -2.72 eV

Run S
DFT (ωB97M-V with the def2-TZVPD basis set) results for a 2-piece molecular cluster, C4H12NOS overall.

Structure (XYZ):
```
19
Properties=species:S:1:pos:R:3:mulliken_charge:R:1
C 1.98887 -0.71169 0.54762 -0.8601
N 0.59695 -1.14157 0.18746 -0.5084
C -0.49599 -0.15182 0.68194 0.3283
C -1.62166 0.08186 -0.37469 -0.6853
S -1.62586 1.63508 -1.11422 -0.7341
C -0.97657 -0.65819 2.05948 -1.3513
H 2.26885 0.03466 -0.14567 0.2605
H 2.66488 -1.53928 0.57540 0.3398
H 1.94883 -0.39757 1.64770 0.2605
H 0.44791 -1.98741 0.58850 0.2523
H 0.12464 0.73666 0.92533 0.3306
H -2.55430 0.05823 0.19639 0.1952
H -1.65384 -0.62384 -1.32775 0.1718
H -0.01081 -0.82812 2.70010 0.2927
H -1.34799 0.31481 2.43462 0.3863
H -1.70923 -1.44884 2.06928 0.3707
H 1.16114 2.80610 -3.69961 0.3189
H 0.12685 1.68019 -3.64514 0.3254
O 0.66735 2.14075 -4.30672 -0.6940
```

Values from the calculation:
Kohn-Sham gap   0.2224 Ha
Total charge   -1
Multiplicity   1
E_HOMO   -2.40 eV

Least stable of them? run S.

Run P
DFT (ωB97M-V with the def2-TZVPD basis set) results for a 2-piece molecular cluster, C4H12NOS overall.

Structure (XYZ):
```
19
Properties=species:S:1:pos:R:3:mulliken_charge:R:1
C 2.32485 -0.18184 -0.30750 -0.8206
N 1.35132 0.93351 -0.28871 -0.4976
C -0.02750 0.39465 -0.03871 0.4155
C -1.08048 1.38386 -0.56876 -0.9239
S -2.75840 0.65023 -0.72335 -0.6287
C -0.25139 0.15116 1.42886 -1.2533
H 2.02589 -1.00013 0.35626 0.2754
H 2.27586 -0.59258 -1.31915 0.2498
H 3.31442 0.18272 -0.04243 0.3462
H 1.57061 1.55351 0.47906 0.3011
H -0.14429 -0.48307 -0.67761 0.0383
H -1.14645 2.20349 0.15569 0.2025
H -0.73033 1.71889 -1.54473 0.3143
H 0.26245 -0.70727 1.88007 0.3684
H -1.30070 -0.15142 1.56419 0.3477
H -0.10733 1.02388 2.06828 0.3661
H -2.37006 -1.78852 -0.89871 0.2609
H -1.17993 -2.58231 -0.57347 0.2990
O -2.02852 -2.70877 -0.94930 -0.6612
```

Values from the calculation:
Kohn-Sham gap   0.2313 Ha
Total charge   -1
Multiplicity   1
E_HOMO   -2.70 eV

Run Q
DFT (ωB97M-V with the def2-TZVPD basis set) results for a 2-piece molecular cluster, C4H12NOS overall.

Structure (XYZ):
```
19
Properties=species:S:1:pos:R:3:mulliken_charge:R:1
C 1.20330 1.13684 -0.03651 -0.9823
N -0.19903 1.33326 0.20092 -0.4272
C -0.87282 0.09731 0.72655 0.4981
C -1.39410 -0.75457 -0.40895 -0.9171
S -1.18597 -2.55796 -0.10117 -0.6680
C -1.95323 0.52807 1.71382 -1.5962
H 1.58905 1.95376 -0.65785 0.3701
H 1.88792 1.16227 0.83537 0.2536
H 1.30948 0.16895 -0.54452 0.3321
H -0.42611 2.09869 0.81864 0.2239
H -0.06805 -0.42645 1.22963 0.2282
H -2.43520 -0.50550 -0.64746 0.2303
H -0.83544 -0.51648 -1.31601 0.2603
H -1.56308 0.90813 2.64990 0.4309
H -2.51479 -0.37399 1.94139 0.3744
H -2.68297 1.13655 1.16531 0.3909
H 3.68316 1.40086 -1.93032 0.3376
H 4.94353 1.72952 -1.14742 0.3152
O 4.42560 2.01361 -1.90476 -0.6547
```

Values from the calculation:
Kohn-Sham gap   0.1982 Ha
Total charge   -1
Multiplicity   1
E_HOMO   -2.31 eV

Least stable of them? run Q.

Run P
DFT (ωB97M-V with the def2-TZVPD basis set) results for C4H6FNO as an isolated structure.

Structure (XYZ):
```
13
Properties=species:S:1:pos:R:3:mulliken_charge:R:1
C 1.64824 -0.72633 0.18040 0.0338
C 1.14970 0.70649 0.04574 -0.1464
C -0.05982 1.02439 -0.31454 -0.2132
C -1.85744 -0.66838 -0.08919 0.1934
H 2.16430 -0.73579 1.31927 0.1918
H 0.80609 -1.58559 -0.10484 0.2199
H 1.49213 1.53881 1.03982 0.1418
H -0.49544 2.09697 0.17068 0.1507
H -1.95880 0.92354 -1.18665 0.3200
H -1.32383 -1.17959 0.78919 0.2259
N -1.14495 0.25233 -0.90718 -0.3002
O -3.12106 -0.80370 -0.15439 -0.5178
F 2.70087 -0.84317 -0.78830 -0.2996
```

Values from the calculation:
Kohn-Sham gap   0.3909 Ha
Total charge   0
Multiplicity   1
E_HOMO   -10.19 eV

Run Q
DFT (ωB97M-V with the def2-TZVPD basis set) results for the molecule C4H6FNO.

Structure (XYZ):
```
13
Properties=species:S:1:pos:R:3:mulliken_charge:R:1
O -1.67860 -1.64328 0.11692 -0.4757
C -1.75029 -0.47857 -0.12551 0.1006
N -0.90012 0.49322 0.42874 -0.1868
C -0.04250 1.41376 -0.27662 -0.4411
C 0.50550 0.34276 0.64591 0.1189
C 1.17926 -0.83921 0.01302 -0.5356
F 2.54326 -0.75709 -0.08161 -0.3040
H -2.51332 -0.01533 -0.76527 0.3472
H 0.12361 1.29564 -1.35320 0.2477
H -0.06082 2.43825 0.08258 0.2519
H 0.82384 0.52662 1.66571 0.3024
H 0.83295 -1.06483 -0.98492 0.3059
H 0.93722 -1.71196 0.63426 0.2688
```

Values from the calculation:
Kohn-Sham gap   0.4044 Ha
Total charge   0
Multiplicity   1
E_HOMO   -10.13 eV
SMILES   O=CN1C[C@@H]1CF

Run R
DFT (ωB97M-V with the def2-TZVPD basis set) results for the molecule C4H6FNO.

Structure (XYZ):
```
13
Properties=species:S:1:pos:R:3:mulliken_charge:R:1
H -3.52732 0.87594 -0.30820 0.2751
N -2.75834 0.80287 0.36324 -0.5555
C -1.59855 0.55356 -0.03471 0.1751
O -0.50379 0.56003 0.85104 -0.4214
C 0.68240 0.25261 0.35017 0.2747
C 0.97312 -1.15640 -0.03871 -0.9512
C 1.60838 1.18929 0.35600 -0.0432
F 2.82832 0.91757 -0.06164 -0.2579
H -1.39480 0.54173 -1.16530 0.2603
H 0.47306 -1.39671 -0.93184 0.3148
H 2.08907 -1.07705 0.12273 0.2873
H 0.48908 -1.69516 0.77191 0.3053
H 1.48115 2.07935 1.02216 0.3367
```

Values from the calculation:
Kohn-Sham gap   0.3736 Ha
Total charge   0
Multiplicity   1
E_HOMO   -9.28 eV
SMILES   [H]/N=C/O/C(C)=C/F

Least stable of them? run P.